Formula: C17H24F5HgN3NbO2
Source: the Open Molecules 2025 dataset
Level of theory: ωB97M-V with the def2-TZVPD basis set

<S²>: 0.756
LUMO (spin up / spin down) (Ha): -0.317 / -0.364
Charge: +2
2S+1: 2

The geometry in XYZ format:
```
53
C17H24F5HgN3NbO2 (ωB97M-V with the def2-TZVPD basis set)
N -1.39 -1.09 -0.59
C -2.36 -1.79 -0.31
O -3.29 -2.47 -0.03
Hg 1.38 -0.61 -3.41
Nb 0.09 0.23 -0.34
N -0.46 1.90 -1.28
N 1.75 -0.70 -1.15
C -1.78 2.56 -1.19
C 2.42 -2.01 -0.96
C -2.57 2.18 -2.45
C -1.59 4.07 -1.13
C -2.54 2.09 0.04
C 3.70 -2.03 -1.79
C 2.84 -2.27 0.50
C 1.46 -3.11 -1.36
H -2.06 2.53 -3.35
H -3.56 2.65 -2.40
H -2.69 1.10 -2.52
H -0.91 4.35 -0.32
H -2.56 4.55 -0.95
H -1.21 4.48 -2.07
H -2.74 1.01 0.02
H -3.51 2.61 0.06
H -2.00 2.36 0.97
H 3.51 -1.86 -2.86
H 4.17 -3.02 -1.71
H 4.41 -1.27 -1.45
H 3.61 -1.57 0.84
H 3.26 -3.28 0.55
H 1.98 -2.23 1.17
H 0.58 -3.12 -0.71
H 1.98 -4.08 -1.28
H 1.11 -3.02 -2.40
C 2.60 0.45 -0.63
H 1.97 1.23 -0.11
H 3.35 0.11 0.09
H 3.13 0.94 -1.46
C 0.44 2.55 -2.25
H 0.93 3.44 -1.82
H 1.22 1.87 -2.60
H -0.14 2.85 -3.14
F -2.12 -2.23 6.11
C -1.67 -1.65 4.98
C -1.10 -2.44 3.98
F -0.99 -3.77 4.14
C -0.64 -1.83 2.83
F -0.16 -2.61 1.79
C -0.71 -0.44 2.67
O -0.23 0.15 1.55
C -1.31 0.34 3.67
F -1.44 1.68 3.48
C -1.79 -0.26 4.81
F -2.37 0.48 5.78
```

---

Formula: C21H18Cl2N2O5STa
Source: the Open Molecules 2025 dataset
Level of theory: ωB97M-V with the def2-TZVPD basis set

LUMO (Ha): -0.411
Charge: +3
2S+1: 1
Relative energy (zero: lowest compared OMol25 entry of this formula, charge and spin) (kJ/mol): 25.5

The geometry in XYZ format:
```
50
C21H18Cl2N2O5STa (ωB97M-V with the def2-TZVPD basis set)
Ta -0.86 0.30 0.50
O -1.43 2.06 0.95
N -1.42 2.71 2.12
C -2.23 3.77 2.32
C -2.23 4.38 3.55
C -1.41 3.90 4.56
C -0.58 2.81 4.32
C -0.61 2.20 3.08
S 0.28 0.75 2.67
H -2.85 4.06 1.48
H -2.90 5.22 3.71
H -1.41 4.37 5.54
H 0.06 2.40 5.09
C 2.40 -1.26 -4.02
O 2.32 -0.97 -2.60
C 1.65 0.10 -2.20
C 0.74 0.82 -3.00
C 0.06 1.92 -2.51
C 0.29 2.38 -1.22
C 1.21 1.71 -0.41
C 1.87 0.56 -0.90
N 2.84 -0.05 -0.04
C 3.00 -1.32 0.24
C 2.11 -2.44 0.02
C 2.73 -3.68 -0.17
C 1.99 -4.82 -0.42
C 0.60 -4.75 -0.44
C -0.04 -3.54 -0.22
C 0.70 -2.40 0.00
O 0.00 -1.24 0.23
H 3.14 -2.05 -4.11
H 2.73 -0.38 -4.57
H 1.44 -1.61 -4.40
H 0.57 0.51 -4.02
H -0.63 2.44 -3.15
H -0.19 3.29 -0.87
H 1.62 2.21 0.48
H 3.59 0.56 0.25
H 3.94 -1.56 0.73
H 3.81 -3.74 -0.15
H 2.49 -5.76 -0.58
H 0.02 -5.64 -0.62
H -1.12 -3.47 -0.20
Cl -5.76 -0.63 1.00
C -4.65 -0.80 -0.32
Cl -4.28 -2.52 -0.70
C -3.27 -0.28 -0.01
O -2.56 0.26 -0.91
O -2.73 -0.46 1.14
H -5.04 -0.34 -1.22
```

---

Formula: C29H22CuF9N4PS
Source: the Open Molecules 2025 dataset
Level of theory: ωB97M-V with the def2-TZVPD basis set

<S²>: 0.756
LUMO (spin up / spin down) (Ha): -0.254 / -0.294
Charge: +2
2S+1: 2

The geometry in XYZ format:
```
67
C29H22CuF9N4PS (ωB97M-V with the def2-TZVPD basis set)
Cu -0.19 -1.40 -1.31
C -3.99 -0.95 -3.29
C -2.83 -1.32 -2.43
N -1.62 -1.46 -2.82
N -1.23 -1.34 -4.11
C 0.10 -1.43 -4.36
N 0.47 -1.45 -5.63
S 1.26 -1.47 -3.11
C -3.01 -1.62 -0.98
C -4.26 -1.70 -0.41
C -4.36 -2.12 0.92
C -3.22 -2.46 1.61
C -1.99 -2.33 0.97
N -1.88 -1.90 -0.29
H -3.70 -0.62 -4.29
H -4.54 -0.12 -2.83
H -4.69 -1.78 -3.39
H -1.91 -1.33 -4.86
H -0.18 -1.45 -6.40
H 1.45 -1.49 -5.85
H -5.14 -1.47 -0.98
H -5.33 -2.19 1.39
H -3.26 -2.82 2.63
H -1.07 -2.59 1.48
F 7.25 1.44 1.71
C 6.78 1.66 0.48
F 6.86 2.98 0.24
F 7.56 1.03 -0.40
C 5.34 1.21 0.38
C 4.97 0.24 -0.53
C 3.64 -0.15 -0.61
C 2.70 0.43 0.24
C 3.08 1.40 1.17
C 4.40 1.79 1.24
P 0.97 -0.06 0.22
C 0.63 -0.60 1.91
C 1.22 -1.82 2.27
C 1.00 -2.34 3.53
C 0.19 -1.65 4.43
C -0.36 -0.43 4.09
C -0.14 0.10 2.82
C -0.04 -2.24 5.80
F -1.04 -1.62 6.44
F 1.06 -2.15 6.56
F -0.37 -3.54 5.70
C -0.01 1.41 -0.17
C -1.37 1.46 0.13
C -2.15 2.52 -0.32
C -1.58 3.50 -1.10
C -0.23 3.46 -1.41
C 0.56 2.42 -0.95
C -2.42 4.65 -1.63
F -3.72 4.45 -1.38
F -2.26 4.76 -2.96
F -2.06 5.80 -1.07
H 5.71 -0.20 -1.19
H 3.34 -0.90 -1.33
H 2.35 1.85 1.84
H 4.72 2.54 1.95
H 1.85 -2.36 1.57
H 1.44 -3.29 3.82
H -0.97 0.11 4.81
H -0.56 1.06 2.57
H -1.83 0.69 0.73
H -3.20 2.57 -0.07
H 0.21 4.25 -2.02
H 1.61 2.40 -1.19
```

---

Formula: C2H11N2O2
Source: the Open Molecules 2025 dataset
Level of theory: ωB97M-V with the def2-TZVPD basis set

LUMO (Ha): -0.126
Charge: +1
2S+1: 1
Relative energy (zero: lowest compared OMol25 entry of this formula, charge and spin) (kJ/mol): 158.3

The geometry in XYZ format:
```
17
C2H11N2O2 (ωB97M-V with the def2-TZVPD basis set)
C -1.69 -1.39 -1.02
N 0.63 1.25 -0.03
C 0.16 0.16 -0.63
N -0.80 -0.61 -0.08
H -1.20 -1.15 -1.88
H -2.70 -0.93 -0.91
H -1.69 -2.58 -0.91
H 0.08 1.70 0.74
H 1.42 1.84 -0.43
H 0.48 -0.31 -1.57
H -1.27 -0.13 0.78
H 3.70 -1.28 -1.85
H 2.50 -1.76 -1.22
O 2.90 -0.90 -1.42
H -0.52 1.55 4.03
H -1.22 2.71 3.29
O -0.77 1.84 3.08
```

---

Formula: C3H9N4
Source: the Open Molecules 2025 dataset
Level of theory: ωB97M-V with the def2-TZVPD basis set

LUMO (Ha): -0.138
Charge: +1
SMILES: N[C@H]1NC=[NH+]CN1
2S+1: 1
Relative energy (zero: lowest compared OMol25 entry of this formula, charge and spin) (kJ/mol): 163.7

The geometry in XYZ format:
```
16
C3H9N4 (ωB97M-V with the def2-TZVPD basis set)
N 2.29 0.07 -0.17
C 0.97 -0.01 0.31
N 0.25 1.23 0.03
C -1.07 1.17 -0.11
N -1.87 0.13 -0.05
C -1.25 -1.12 0.09
N 0.34 -1.17 -0.29
H 2.60 -0.88 0.09
H 2.86 0.90 0.16
H 0.86 -0.24 1.39
H 0.77 1.98 -0.26
H -1.39 2.17 -0.32
H -2.79 0.32 0.20
H -1.56 -1.82 -0.74
H -1.38 -1.59 1.03
H 0.38 -1.13 -1.36
```

---

Formula: C27H25As2IrN2O6S3
Source: the Open Molecules 2025 dataset
Level of theory: ωB97M-V with the def2-TZVPD basis set

<S²>: 6.029
LUMO (spin up / spin down) (Ha): 0.011 / -0.087
2S+1: 5
Relative energy (zero: lowest compared OMol25 entry of this formula, charge and spin) (kJ/mol): 117.6

The geometry in XYZ format:
```
66
C27H25As2IrN2O6S3 (ωB97M-V with the def2-TZVPD basis set)
Ir 0.18 1.14 -1.10
S 2.35 0.95 -2.01
C 3.31 0.05 -0.85
C 4.69 0.02 -1.08
C 5.53 -0.72 -0.27
C 5.00 -1.48 0.76
C 3.63 -1.47 0.99
C 2.78 -0.69 0.21
As 0.88 -0.59 0.60
C 0.50 -2.49 0.40
C -0.14 -3.24 1.38
C -0.48 -4.56 1.12
C -0.19 -5.13 -0.11
C 0.45 -4.38 -1.10
C 0.78 -3.05 -0.84
C 0.74 -0.28 2.50
C -0.57 -0.18 2.98
C -0.80 0.07 4.32
C 0.27 0.23 5.19
C 1.57 0.17 4.71
C 1.81 -0.07 3.36
H 5.10 0.60 -1.91
H 6.60 -0.72 -0.46
H 5.65 -2.08 1.40
H 3.20 -2.10 1.76
H -0.37 -2.79 2.34
H -0.98 -5.15 1.88
H -0.45 -6.16 -0.31
H 0.67 -4.82 -2.06
H 1.26 -2.45 -1.61
H -1.40 -0.25 2.28
H -1.82 0.16 4.69
H 0.09 0.42 6.24
H 2.41 0.31 5.38
H 2.82 -0.05 2.99
O 2.28 4.07 -0.91
As 0.64 3.95 -0.16
O 0.53 5.36 0.65
O 0.78 2.44 0.60
C -0.26 3.59 -1.89
C 0.38 3.87 -3.10
C -0.27 3.62 -4.29
C -1.57 3.11 -4.31
C -2.23 2.83 -3.13
C -1.57 3.05 -1.93
S -2.37 2.72 -0.35
O -1.95 3.80 0.50
O -3.79 2.61 -0.63
O -1.84 1.38 0.08
H 2.64 4.88 -0.52
H 1.38 4.29 -3.09
H 0.24 3.82 -5.23
H -2.06 2.92 -5.26
H -3.25 2.47 -3.12
S -1.39 -0.38 -2.59
C -2.66 -0.81 -1.52
N -3.86 -0.23 -1.42
C -4.64 -0.83 -0.32
C -3.77 -2.03 0.13
N -2.61 -1.90 -0.76
H -3.92 0.78 -1.48
H -5.62 -1.15 -0.69
H -4.79 -0.10 0.47
H -4.27 -2.98 -0.02
H -3.47 -1.95 1.17
H -1.76 -2.43 -0.65
```

---

What did the fifth record say?
Formula: C3H9N4
Source: the Open Molecules 2025 dataset
Level of theory: ωB97M-V with the def2-TZVPD basis set

LUMO (Ha): -0.138
Charge: +1
SMILES: N[C@H]1NC=[NH+]CN1
2S+1: 1
Relative energy (zero: lowest compared OMol25 entry of this formula, charge and spin) (kJ/mol): 163.7

The geometry in XYZ format:
```
16
C3H9N4 (ωB97M-V with the def2-TZVPD basis set)
N 2.29 0.07 -0.17
C 0.97 -0.01 0.31
N 0.25 1.23 0.03
C -1.07 1.17 -0.11
N -1.87 0.13 -0.05
C -1.25 -1.12 0.09
N 0.34 -1.17 -0.29
H 2.60 -0.88 0.09
H 2.86 0.90 0.16
H 0.86 -0.24 1.39
H 0.77 1.98 -0.26
H -1.39 2.17 -0.32
H -2.79 0.32 0.20
H -1.56 -1.82 -0.74
H -1.38 -1.59 1.03
H 0.38 -1.13 -1.36
```